one) Formula: C4H14O2S
Source: OMol25
Level of theory: the ωB97M-V functional and the def2-TZVPD basis

Last column: natural (NBO) charge in e.
Geometry (Å):
S  -1.6658  1.4194  0.4760  -0.049
O  -1.5687  0.9492  -4.6394  -0.925
O  -1.6135  -5.8137  1.0972  -0.936
C  0.1209  1.6463  0.1311  -0.509
C  1.1008  0.8665  1.0335  -0.399
C  2.5593  0.9326  0.5892  -0.396
C  3.3670  -0.1188  1.3788  -0.606
H  -1.5959  0.0376  0.4938  0.125
H  3.0428  -0.0053  2.4095  0.204
H  0.3535  1.4414  -0.9126  0.200
H  2.9453  1.9331  0.7823  0.198
H  -1.2930  -6.7159  1.0077  0.469
H  4.4503  0.0906  1.3648  0.209
H  0.9999  1.2076  2.0676  0.204
H  0.7833  -0.1762  0.9865  0.192
H  -1.3033  0.9632  -3.7219  0.462
H  -2.4828  0.7116  -4.5066  0.463
H  2.6003  0.7659  -0.4899  0.197
H  -1.7344  -5.6827  2.0381  0.468
H  0.3988  2.7037  0.2077  0.219
H  3.2900  -1.1307  0.9789  0.210

Computed properties:
SMILES string: CCCCS.O.O
Charge: 0
Kohn-Sham gap (Eh): 0.3623
Highest occupied orbital energy (eV): -9.19


two) Formula: C4H14O2S
Source: OMol25
Level of theory: the ωB97M-V functional and the def2-TZVPD basis

Last column: natural (NBO) charge in e.
Geometry (Å):
S  0.6897  -3.2954  0.5949  -0.071
O  -0.2848  4.2110  -0.4106  -0.944
O  -1.4120  1.6437  2.3855  -0.945
C  0.8984  -0.5977  -1.4583  -0.407
C  1.0277  -0.6179  0.0826  -0.413
C  0.0700  -1.5696  0.7994  -0.499
C  -0.4944  -0.5619  -2.0693  -0.615
H  -0.5799  -1.0820  -3.0116  0.217
H  -1.2274  -1.0370  -1.4135  0.196
H  -0.9607  -1.4708  0.4854  0.212
H  1.1374  -3.4561  1.8431  0.122
H  0.8030  0.4074  0.3477  0.210
H  -0.8106  1.8976  3.0903  0.472
H  0.0370  -1.4039  1.8713  0.215
H  1.4632  -1.4021  -1.9135  0.203
H  -0.2857  4.0965  0.5477  0.472
H  -0.8575  0.4399  -2.2104  0.205
H  2.0408  -0.8996  0.3691  0.216
H  -1.7494  0.7724  2.6081  0.473
H  1.5117  0.2534  -1.7869  0.208
H  -1.0164  3.6722  -0.7508  0.472

Computed properties:
SMILES string: CCCCS.O.O
Charge: 0
Kohn-Sham gap (Eh): 0.3470
Highest occupied orbital energy (eV): -9.08


Which of them is most stable? Easy: one).


one) Formula: CH5N3O
Source: OMol25
Level of theory: the ωB97M-V functional and the def2-TZVPD basis

Last column: natural (NBO) charge in e.
Geometry (Å):
O  -1.9406  -0.0197  -0.1503  -0.542
N  -0.6670  -0.6914  0.0705  -0.368
N  0.4911  1.3697  0.0584  -0.707
N  1.6124  -0.6721  -0.2347  -0.868
C  0.4340  0.1732  0.1667  0.500
H  2.4245  -0.5284  0.5480  0.379
H  1.5580  1.5585  -0.2651  0.376
H  -1.5419  0.8680  -0.0515  0.478
H  -0.6688  -1.2326  1.0001  0.363
H  1.0938  -1.5911  -0.2892  0.389

Computed properties:
SMILES string: [H]/N=C(\N)NO
Charge: 0
Kohn-Sham gap (Eh): 0.3856
Highest occupied orbital energy (eV): -9.88


two) Formula: CH5N3O
Source: OMol25
Level of theory: the ωB97M-V functional and the def2-TZVPD basis

Last column: natural (NBO) charge in e.
Geometry (Å):
O  1.5171  -1.0320  1.6587  -0.591
N  -0.3705  0.8085  -0.5298  -0.286
N  -1.4679  1.0241  -1.1591  -0.601
N  1.3406  -0.1791  0.4756  -0.359
C  0.0508  -0.3620  -0.0967  0.133
H  2.2396  -1.8074  1.3574  0.471
H  1.2095  0.8587  0.7189  0.378
H  -0.4205  -1.4067  -0.5137  0.173
H  -1.8336  1.7398  -0.6422  0.355
H  -2.2651  0.3562  -1.2691  0.327

Computed properties:
SMILES string: N/N=C/NO
Charge: 0
Kohn-Sham gap (Eh): 0.3319
Highest occupied orbital energy (eV): -8.10


Which of them is most stable? Easy: one).


one) Formula: CH5N3O
Source: OMol25
Level of theory: the ωB97M-V functional and the def2-TZVPD basis

Last column: natural (NBO) charge in e.
Geometry (Å):
O  -1.5692  -1.3552  -0.8002  -0.552
N  0.4921  1.6016  1.0655  -0.633
N  -0.2516  0.6664  0.3912  -0.320
N  -0.2583  -1.0895  -1.1698  -0.325
C  0.3807  -0.2106  -0.2850  0.164
H  1.4420  1.2956  1.2491  0.325
H  -1.9524  -0.4165  -0.9211  0.480
H  0.2035  -1.9699  -1.2023  0.357
H  0.0204  1.7402  1.9885  0.358
H  1.4927  -0.2621  -0.3159  0.145

Computed properties:
SMILES string: N/N=C/NO
Charge: 0
Kohn-Sham gap (Eh): 0.3432
Highest occupied orbital energy (eV): -8.30


two) Formula: CH5N3O
Source: OMol25
Level of theory: the ωB97M-V functional and the def2-TZVPD basis

Last column: natural (NBO) charge in e.
Geometry (Å):
O  1.7630  -1.2258  -0.6126  -0.483
N  1.9492  0.2949  0.9120  -0.436
N  -1.8112  -0.0401  0.5889  -0.680
N  1.3763  -0.1813  -0.0589  0.281
C  0.2350  0.5382  -0.6805  -0.042
H  2.6338  -0.2987  1.3335  0.356
H  -1.5487  0.7630  1.1979  0.318
H  -2.6340  0.1939  0.0738  0.313
H  0.0751  1.4874  -0.3620  0.179
H  -0.1156  0.2504  -1.5964  0.196

Computed properties:
Charge: 0
Kohn-Sham gap (alpha / beta) (Eh): 0.3279 / 0.3238
Highest occupied orbital energy (alpha / beta) (eV): -9.87 / -9.98


Which of them is most stable? Easy: one).


one) Formula: C19H33N3OS
Source: OMol25
Level of theory: the ωB97M-V functional and the def2-TZVPD basis

Last column: natural (NBO) charge in e.
Geometry (Å):
S  0.7363  -0.4385  -4.1729  0.552
O  -0.3877  4.8237  2.8459  -0.780
N  -0.9044  0.8135  1.1215  -0.505
N  2.5278  -0.3285  -2.3483  -0.420
N  0.5726  1.9500  -1.1761  -0.417
C  0.3051  3.0992  1.3388  -0.368
C  3.6782  -2.7316  -2.5780  -0.384
C  2.6609  -1.3959  -3.0708  0.161
C  -2.2932  -0.6812  2.2474  -0.375
C  1.5776  0.4974  -3.0217  -0.068
C  -0.2439  3.4816  2.7271  -0.074
C  0.4705  1.4934  1.2737  -0.005
C  -4.2691  -0.2392  3.7652  -0.616
C  -1.7187  1.3707  -0.1832  -0.177
C  1.8039  -1.6403  -4.0904  -0.343
C  2.5992  -4.1256  -4.0262  -0.340
C  -2.1228  -1.0742  4.7093  -0.606
C  -0.6322  1.0923  -1.3401  -0.277
C  3.7621  -3.6570  -3.6605  -0.502
C  -3.1563  -0.9328  3.3761  -0.256
C  1.2991  1.2905  -0.0407  -0.248
C  1.1999  1.7320  -2.4066  -0.290
C  -1.7415  0.8726  2.1594  -0.170
C  1.5194  -2.8784  -4.9658  -0.358
H  2.4455  -4.7791  -4.7685  0.215
H  -1.4202  3.5994  2.5165  0.169
H  -2.0310  -0.1171  4.9337  0.193
H  -0.3897  5.4696  2.2236  0.489
H  -4.0597  0.8250  3.9610  0.199
H  -0.7083  -0.0008  -1.4760  0.219
H  4.4058  -4.3562  -3.3307  0.237
H  -3.4554  -2.0985  3.2501  0.189
H  1.5402  3.2691  1.5397  0.167
H  4.4130  -3.1872  -4.5644  0.206
H  -0.0514  3.4524  0.5873  0.172
H  -5.0634  -0.6522  4.6115  0.228
H  2.1769  -2.5979  -5.7978  0.212
H  -0.1616  2.9106  3.6030  0.209
H  3.3339  -2.9468  -1.5164  0.234
H  -1.4784  -1.6425  2.1193  0.232
H  1.2126  0.1361  -0.0555  0.211
H  1.0234  1.0903  2.0686  0.204
H  4.7797  -2.2440  -2.2870  0.212
H  -0.9511  0.6877  3.2985  0.145
H  0.6479  -2.9914  -4.9884  0.155
H  -4.9829  -0.1430  2.8858  0.206
H  -2.1017  2.4356  0.0710  0.172
H  2.0696  2.3258  -2.2147  0.220
H  -2.4656  0.8360  -0.0917  0.167
H  -1.3784  -1.7384  4.5034  0.204
H  -1.3622  1.4873  -2.2261  0.199
H  2.2291  1.7872  0.0752  0.215
H  -2.5522  -1.4982  5.5717  0.198
H  0.7910  2.2301  -3.2400  0.210
H  -2.4571  1.5004  2.4603  0.181
H  1.7556  -4.4844  -3.4469  0.222
H  -2.9965  -0.9590  1.2410  0.173

Computed properties:
Charge: 0
Kohn-Sham gap (Eh): 0.3081
Highest occupied orbital energy (eV): -7.85


two) Formula: C19H33N3OS
Source: OMol25
Level of theory: the ωB97M-V functional and the def2-TZVPD basis

Last column: natural (NBO) charge in e.
Geometry (Å):
S  -3.4742  0.2408  -0.3616  -0.470
O  1.4905  0.2054  -5.8797  -0.499
N  0.1797  0.2485  -3.1555  -0.483
N  -1.4005  -1.1061  0.6298  -0.686
N  -0.9795  0.5633  -0.7603  -0.582
C  -1.2699  0.9283  -3.1291  -0.266
C  1.4759  1.1993  -3.6993  -0.126
C  0.9467  -0.8870  5.0461  -0.424
C  0.7280  0.6261  2.0216  -0.438
C  2.4831  0.8721  3.6675  -0.338
C  1.5695  -1.6484  2.6737  -0.467
C  -0.0579  -0.2336  4.6360  -0.282
C  0.7895  -1.7049  -0.2178  -0.674
C  -0.5316  -0.9486  3.3649  -0.345
C  -1.2479  1.5863  -1.8844  -0.270
C  2.1835  -1.0241  3.9178  -0.126
C  1.1738  1.3120  3.2014  -0.241
C  0.0528  1.3154  4.4224  -0.381
C  -1.7441  0.0481  -0.0940  0.394
C  -0.0138  -1.7935  0.9472  -0.005
C  0.3373  -0.8421  2.1964  -0.018
C  0.4759  -0.4495  -5.4761  -0.111
C  1.2392  1.5874  -5.1840  -0.165
C  0.5708  -0.7985  -4.0904  -0.251
H  3.0671  -1.4063  4.2591  0.186
H  -0.0400  0.2320  -0.7901  0.422
H  1.4581  -0.5279  5.7818  0.205
H  -0.8381  -2.0367  3.5946  0.214
H  2.0975  2.3112  -5.3106  0.218
H  -1.1065  1.6290  -4.0251  0.207
H  0.5981  -1.3640  -6.0775  0.190
H  -0.8201  -0.1654  5.2870  0.226
H  -0.6170  2.5826  -1.6585  0.239
H  1.3020  -0.9217  -0.4937  0.211
H  -0.0859  1.1322  1.6393  0.216
H  2.9968  1.1566  4.4427  0.179
H  1.2450  -1.3718  -3.8673  0.185
H  -2.3929  -1.6397  1.0171  0.442
H  -0.3475  -1.4612  -3.7700  0.181
H  -2.5024  1.8553  -1.7637  0.299
H  1.4637  -2.6153  -0.1348  0.238
H  2.3767  -1.5497  1.8980  0.203
H  0.2695  -2.0368  -1.1459  0.246
H  1.4072  -2.5627  3.0603  0.204
H  -0.8023  1.9618  4.1377  0.229
H  1.3681  0.6115  1.2322  0.201
H  -0.5256  -0.2487  -5.8390  0.163
H  1.4853  2.3465  2.7819  0.209
H  0.2912  2.1103  -5.4767  0.212
H  -0.3712  -2.7863  1.3774  0.236
H  3.3979  0.7161  2.7212  0.167
H  2.0891  0.6587  -3.3557  0.134
H  0.6189  1.9033  5.1136  0.211
H  1.0203  -1.8706  5.2523  0.214
H  -1.8166  0.0883  -3.3654  0.234
H  -1.6733  -0.2124  3.0166  0.192
H  1.0948  2.4248  -3.0544  0.144

Computed properties:
Charge: 0
Kohn-Sham gap (Eh): 0.2829
Highest occupied orbital energy (eV): -7.22


Which of them is most stable? Easy: one).


one) Formula: C4H9N2O
Source: OMol25
Level of theory: the ωB97M-V functional and the def2-TZVPD basis

Last column: natural (NBO) charge in e.
Geometry (Å):
O  -1.0701  2.2333  0.4573  -0.329
N  -0.2690  0.0030  0.1328  -0.385
N  -1.7627  1.5341  1.4938  -0.257
C  1.0514  -1.2185  -1.0913  -0.400
C  0.5189  0.1833  -1.1096  -0.204
C  -0.4450  1.1800  1.0066  0.324
C  0.4672  -1.2286  0.4147  -0.228
H  2.0739  -1.4653  -1.3025  0.265
H  -2.4912  1.0588  0.9745  0.337
H  1.3305  -1.0286  1.1255  0.243
H  0.4063  1.4698  1.6764  0.227
H  1.3244  0.8263  -0.8996  0.231
H  -0.1073  0.6238  -1.9544  0.255
H  -0.0213  -2.1802  0.6853  0.265
H  0.2438  -1.7770  -1.6461  0.220
H  -1.2499  -0.2142  0.0365  0.437

Computed properties:
SMILES string: C1C[NH+]([C@@H]2NO2)C1
Charge: +1
Kohn-Sham gap (Eh): 0.4242
Highest occupied orbital energy (eV): -15.05


two) Formula: C4H9N2O
Source: OMol25
Level of theory: the ωB97M-V functional and the def2-TZVPD basis

Last column: natural (NBO) charge in e.
Geometry (Å):
O  0.4998  -0.6391  1.5161  -0.428
N  1.7916  1.0397  0.6580  -0.385
N  -1.3420  -1.0593  0.0542  -0.577
C  1.6629  -0.0211  1.2616  0.441
C  -0.8681  -0.7991  -1.4439  -0.442
C  -0.7209  -0.1443  1.1440  -0.013
C  1.1183  1.8805  0.0664  0.026
H  0.4175  2.6002  0.5218  0.225
H  -1.0872  -2.0927  0.1814  0.456
H  -0.0593  -1.4271  -1.8614  0.241
H  1.3669  1.9904  -0.9693  0.207
H  -2.3960  -0.9638  -0.0040  0.453
H  -0.6186  0.8825  0.7760  0.133
H  2.4647  -0.4912  1.7597  0.215
H  -0.4618  0.1866  -1.6038  0.219
H  -1.7677  -0.9420  -2.0568  0.232

Computed properties:
Charge: +1
Kohn-Sham gap (alpha / beta) (Eh): 0.2496 / 0.2647
Highest occupied orbital energy (alpha / beta) (eV): -11.69 / -11.95


three) Formula: C4H9N2O
Source: OMol25
Level of theory: the ωB97M-V functional and the def2-TZVPD basis

Last column: natural (NBO) charge in e.
Geometry (Å):
O  -0.2141  2.1184  -1.0853  -0.623
N  0.5480  0.2158  -0.1268  -0.430
N  -1.3884  0.9390  1.4177  -0.668
C  0.6217  -0.1745  1.2897  -0.311
C  -0.4842  0.2294  1.9232  0.055
C  -0.5299  0.9038  -0.6496  0.539
C  0.7155  -1.0768  -1.0068  -0.365
H  -1.3335  0.3797  -1.0128  0.217
H  -1.9638  1.5889  1.9524  0.411
H  -0.1139  -1.6646  -0.8562  0.234
H  -0.9367  2.6170  -1.5653  0.546
H  1.3090  0.8708  -0.2127  0.457
H  0.9478  -0.7468  -2.0610  0.232
H  1.2228  -1.0761  1.4482  0.241
H  -0.6007  0.0297  2.9219  0.232
H  1.5445  -1.5784  -0.7256  0.234

Computed properties:
Charge: +1
Kohn-Sham gap (alpha / beta) (Eh): 0.2822 / 0.2822
Highest occupied orbital energy (alpha / beta) (eV): -12.29 / -12.29


four) Formula: C4H9N2O
Source: OMol25
Level of theory: the ωB97M-V functional and the def2-TZVPD basis

Last column: natural (NBO) charge in e.
Geometry (Å):
O  -2.3045  -1.4338  -0.2690  -0.538
N  -3.1436  0.6724  0.3327  -0.805
N  1.9123  -0.9643  0.5074  -0.677
C  0.3061  0.4973  -1.1435  -0.433
C  0.5445  -0.6926  -0.2446  -0.134
C  -2.2901  -0.3009  0.0209  0.798
C  -0.4394  0.3739  0.1567  -0.383
H  1.1836  1.2546  -1.2210  0.239
H  -4.0631  0.2752  0.4237  0.424
H  -0.1618  0.9174  1.0602  0.221
H  0.0023  -1.5494  -0.4280  0.246
H  2.0190  -0.0589  0.9342  0.451
H  -0.0558  0.1349  -2.1264  0.266
H  -2.7152  1.2996  0.9515  0.419
H  2.4407  -1.2171  -0.3261  0.464
H  1.6246  -1.6827  1.0747  0.442

Computed properties:
Charge: +1
Kohn-Sham gap (Eh): 0.3624
Highest occupied orbital energy (eV): -13.35


Which of them is most stable? Easy: four).